one) Formula: C2H10N2O3
Source: OMol25
Level of theory: ωB97M-V with the def2-TZVPD basis set

Results
SMILES string: CNC(N)=O.O.O
highest occupied orbital energy: -9.215 eV
frontier orbital gap: 9.9 eV

CARTESIAN COORDINATES (ANGSTROEM)
C (-0.207, 1.298, -1.270)
N (-1.082, 0.299, -0.627)
C (-0.463, -0.796, -0.085)
N (-1.276, -1.892, 0.211)
O (0.732, -1.045, -0.276)
H (0.686, 0.749, -1.565)
H (-0.028, 2.209, -0.698)
H (-0.748, 1.564, -2.191)
H (-2.065, 0.375, -0.843)
H (-2.229, -1.650, 0.469)
H (-0.845, -2.677, 0.673)
O (2.310, 0.632, -0.114)
H (2.840, 0.372, -0.876)
H (2.407, -0.001, 0.602)
O (-0.510, 1.052, 1.890)
H (0.094, 0.520, 2.400)
H (-0.019, 1.411, 1.159)

=====

two) Formula: C2H10N2O3
Source: OMol25
Level of theory: ωB97M-V with the def2-TZVPD basis set

Results
SMILES string: NCC(N)=O.O.O
highest occupied orbital energy: -9.824 eV
frontier orbital gap: 10.4 eV

CARTESIAN COORDINATES (ANGSTROEM)
N (-0.662, 2.264, -1.289)
C (-0.004, 1.814, -0.102)
C (-0.578, 0.570, 0.563)
N (-1.921, 0.379, 0.273)
O (0.090, -0.245, 1.154)
H (-0.934, 3.234, -1.330)
H (-0.191, 1.923, -2.116)
H (1.043, 1.507, -0.273)
H (0.207, 2.483, 0.743)
H (-2.341, 1.067, -0.341)
H (-2.516, -0.132, 0.905)
O (3.053, -2.276, 0.644)
H (2.657, -3.136, 0.876)
H (2.339, -1.711, 0.307)
O (0.103, -2.864, 0.012)
H (-0.486, -2.673, -0.725)
H (0.140, -2.203, 0.697)

=====

The most stable arrangement is two), and the next structure is 68.8 kJ/mol less stable.

=====

one) Formula: CHClO3S
Source: OMol25
Level of theory: ωB97M-V with the def2-TZVPD basis set

Results
highest occupied orbital energy: -11.484 eV
frontier orbital gap: 10.0 eV

CARTESIAN COORDINATES (ANGSTROEM)
C (-2.530, -2.147, -0.451)
O (-3.382, -2.689, 0.096)
O (-0.830, -0.329, 0.243)
O (-2.975, 0.557, 0.652)
S (-1.673, 0.844, 0.208)
Cl (1.966, 0.442, 0.191)
H (1.126, 0.229, -0.667)

=====

two) Formula: CHClO3S
Source: OMol25
Level of theory: ωB97M-V with the def2-TZVPD basis set

Results
highest occupied orbital energy: -10.682 eV
frontier orbital gap: 10.2 eV

CARTESIAN COORDINATES (ANGSTROEM)
C (-2.081, -0.475, -0.286)
O (-2.309, -0.753, 0.798)
O (0.150, 0.831, 0.179)
O (-1.850, -0.212, -1.368)
S (1.550, 0.845, -0.080)
Cl (2.489, -1.048, -0.324)
H (2.051, 0.812, 1.081)

=====

The most stable arrangement is two), and the next structure is 58.3 kJ/mol less stable.

=====

one) Formula: C38H26BrF6MgN8O5S2SeTe
Source: OMol25
Level of theory: ωB97M-V with the def2-TZVPD basis set

Results
charge: -1
highest occupied orbital energy: -3.313 eV
frontier orbital gap: 4.2 eV

CARTESIAN COORDINATES (ANGSTROEM)
Mg (-0.178, 0.466, 0.224)
Br (0.468, -5.595, -4.450)
C (-0.684, -4.169, -4.936)
C (-1.793, -3.889, -4.154)
C (-2.629, -2.842, -4.505)
C (-2.364, -2.091, -5.647)
C (-1.272, -2.414, -6.443)
C (-0.412, -3.438, -6.079)
N (-3.268, -1.091, -6.140)
N (-3.720, -0.189, -5.413)
C (-3.253, -0.004, -4.077)
C (-4.208, 0.051, -3.087)
C (-3.883, 0.108, -1.731)
C (-2.553, 0.190, -1.309)
O (-2.177, 0.231, -0.085)
C (-1.556, 0.266, -2.366)
N (-0.278, 0.435, -1.945)
C (0.701, 0.500, -2.818)
C (0.459, 0.447, -4.201)
C (-0.821, 0.293, -4.649)
C (-1.886, 0.159, -3.729)
H (-2.002, -4.480, -3.273)
H (-3.486, -2.609, -3.888)
H (-1.099, -1.849, -7.351)
H (0.454, -3.673, -6.683)
H (-5.248, -0.010, -3.387)
H (-4.659, 0.103, -0.977)
H (1.707, 0.582, -2.422)
H (1.289, 0.536, -4.888)
H (-1.029, 0.285, -5.713)
Se (0.100, -5.746, 4.981)
N (0.009, -3.982, 5.249)
C (-0.008, -3.418, 4.073)
C (-0.082, -1.975, 3.873)
C (-0.140, -1.071, 4.930)
C (-0.217, 0.276, 4.657)
C (-0.229, 0.686, 3.329)
N (-0.168, -0.166, 2.314)
C (-0.097, -1.481, 2.568)
C (-0.029, -2.384, 1.410)
N (-0.012, -1.807, 0.205)
C (0.078, -2.578, -0.868)
C (0.160, -3.967, -0.794)
C (0.141, -4.566, 0.444)
C (0.037, -3.766, 1.579)
C (0.044, -4.308, 2.931)
N (0.101, -5.583, 3.204)
H (-0.124, -1.447, 5.945)
H (-0.264, 1.011, 5.448)
H (-0.287, 1.734, 3.064)
H (0.129, -2.073, -1.823)
H (0.281, -4.544, -1.699)
H (0.225, -5.639, 0.557)
F (-0.050, 5.082, 2.082)
C (-0.442, 5.142, 0.810)
F (-1.764, 5.314, 0.784)
F (0.139, 6.187, 0.230)
S (-0.028, 3.585, -0.089)
O (-0.485, 2.529, 0.815)
O (-0.684, 3.691, -1.350)
N (1.534, 3.698, -0.169)
S (2.484, 2.482, 0.145)
O (3.731, 2.649, -0.514)
O (1.804, 1.208, 0.039)
C (2.881, 2.597, 1.963)
F (3.152, 1.388, 2.441)
F (1.846, 3.096, 2.651)
F (3.929, 3.388, 2.157)
C (9.082, 0.775, 0.277)
C (7.743, 0.113, 0.090)
C (7.040, 0.223, -1.098)
C (5.800, -0.384, -1.284)
C (5.096, -0.188, -2.597)
C (5.225, -1.142, -0.251)
Te (3.330, -2.063, -0.496)
C (5.928, -1.251, 0.963)
C (5.374, -2.033, 2.121)
C (7.164, -0.630, 1.111)
H (9.328, 1.405, -0.579)
H (9.882, 0.039, 0.389)
H (9.093, 1.405, 1.168)
H (7.461, 0.809, -1.910)
H (5.723, 0.372, -3.293)
H (4.162, 0.359, -2.447)
H (4.820, -1.146, -3.041)
H (4.368, -1.689, 2.373)
H (6.020, -1.940, 2.996)
H (5.272, -3.090, 1.864)
H (7.687, -0.727, 2.059)

=====

two) Formula: C38H26BrF6MgN8O5S2SeTe
Source: OMol25
Level of theory: ωB97M-V with the def2-TZVPD basis set

Results
charge: -1
highest occupied orbital energy: -3.217 eV
frontier orbital gap: 4.2 eV

CARTESIAN COORDINATES (ANGSTROEM)
Mg (0.503, -0.370, -0.026)
Br (-6.444, 4.825, -0.596)
C (-4.846, 4.944, -1.613)
C (-3.628, 5.027, -0.963)
C (-2.462, 5.111, -1.707)
C (-2.504, 5.148, -3.105)
C (-3.744, 5.073, -3.731)
C (-4.914, 4.958, -2.994)
N (-1.374, 5.513, -3.906)
N (-0.187, 5.176, -3.656)
C (0.193, 4.081, -2.855)
C (1.365, 4.271, -2.137)
C (1.817, 3.386, -1.169)
C (1.135, 2.191, -0.916)
O (1.432, 1.363, 0.012)
C (0.022, 1.882, -1.813)
N (-0.489, 0.624, -1.678)
C (-1.459, 0.230, -2.474)
C (-1.965, 1.060, -3.485)
C (-1.465, 2.324, -3.631)
C (-0.457, 2.802, -2.758)
H (-3.583, 5.019, 0.118)
H (-1.508, 5.179, -1.201)
H (-3.780, 5.099, -4.815)
H (-5.873, 4.889, -3.491)
H (1.882, 5.211, -2.297)
H (2.697, 3.613, -0.579)
H (-1.847, -0.769, -2.315)
H (-2.729, 0.682, -4.151)
H (-1.824, 2.947, -4.435)
Se (-1.495, 0.497, 7.381)
N (-0.145, -0.326, 6.569)
C (-0.312, -0.135, 5.297)
C (0.605, -0.644, 4.282)
C (1.759, -1.349, 4.615)
C (2.592, -1.782, 3.613)
C (2.233, -1.519, 2.302)
N (1.124, -0.869, 1.964)
C (0.315, -0.408, 2.939)
C (-0.869, 0.382, 2.534)
N (-1.079, 0.545, 1.213)
C (-2.099, 1.318, 0.842)
C (-2.986, 1.906, 1.736)
C (-2.814, 1.684, 3.077)
C (-1.732, 0.910, 3.492)
C (-1.466, 0.648, 4.902)
N (-2.222, 1.080, 5.868)
H (1.976, -1.531, 5.661)
H (3.502, -2.325, 3.827)
H (2.866, -1.842, 1.487)
H (-2.237, 1.475, -0.220)
H (-3.788, 2.531, 1.367)
H (-3.485, 2.098, 3.819)
F (4.378, -2.641, -1.567)
C (3.777, -2.030, -2.588)
F (4.485, -0.955, -2.921)
F (3.728, -2.857, -3.621)
S (2.094, -1.469, -2.082)
O (2.253, -1.224, -0.638)
O (1.831, -0.372, -2.951)
N (1.207, -2.752, -2.351)
S (0.061, -3.129, -1.317)
O (-0.884, -4.026, -1.878)
O (-0.472, -1.980, -0.574)
C (0.900, -4.169, -0.001)
F (0.396, -3.871, 1.192)
F (2.225, -3.958, 0.031)
F (0.697, -5.455, -0.244)
C (-5.302, -7.515, -0.774)
C (-4.739, -6.143, -0.487)
C (-4.806, -5.121, -1.421)
C (-4.347, -3.832, -1.143)
C (-4.412, -2.795, -2.235)
C (-3.821, -3.530, 0.125)
Te (-3.270, -1.542, 0.653)
C (-3.694, -4.580, 1.060)
C (-3.088, -4.360, 2.425)
C (-4.160, -5.855, 0.743)
H (-5.634, -7.593, -1.812)
H (-6.158, -7.725, -0.125)
H (-4.556, -8.296, -0.596)
H (-5.221, -5.330, -2.406)
H (-4.957, -3.181, -3.102)
H (-3.398, -2.537, -2.555)
H (-4.896, -1.882, -1.884)
H (-2.179, -3.763, 2.358)
H (-2.855, -5.321, 2.896)
H (-3.782, -3.813, 3.070)
H (-4.062, -6.649, 1.482)

=====

The most stable arrangement is one), and the next structure is 90.5 kJ/mol less stable.

=====

one) Formula: C3H7IN2
Source: OMol25
Level of theory: ωB97M-V with the def2-TZVPD basis set

Results
SMILES string: C=C(I)N(C)N
highest occupied orbital energy: -8.083 eV
frontier orbital gap: 8.5 eV

CARTESIAN COORDINATES (ANGSTROEM)
C (0.896, 1.794, 0.002)
C (1.216, 0.519, -0.075)
I (3.304, -0.036, 0.006)
N (0.323, -0.511, 0.034)
C (-1.080, -0.169, 0.078)
N (0.834, -1.830, -0.088)
H (1.678, 2.577, 0.212)
H (-0.092, 2.261, -0.319)
H (-1.543, -1.015, 0.450)
H (-1.326, 0.608, 0.696)
H (-1.640, 0.035, -0.958)
H (1.171, -1.959, 0.833)
H (1.442, -2.053, -0.864)

=====

two) Formula: C3H7IN2
Source: OMol25
Level of theory: ωB97M-V with the def2-TZVPD basis set

Results
highest occupied orbital energy (alpha / beta): -8.227 / -8.227 eV
frontier orbital gap (alpha / beta): 7.4 / 7.4 eV

CARTESIAN COORDINATES (ANGSTROEM)
C (2.630, 1.625, -0.195)
C (-0.542, -1.392, -0.442)
C (-0.395, 0.915, -0.030)
N (0.930, -0.530, 1.204)
N (0.063, -0.444, 0.375)
I (3.322, -0.247, 0.102)
H (2.593, 2.080, 0.835)
H (-0.726, -2.341, 0.132)
H (-1.463, -1.045, -0.768)
H (0.114, -1.482, -1.401)
H (-0.371, 1.513, 0.912)
H (0.413, 1.430, -0.626)
H (-1.401, 0.846, -0.388)

=====

The most stable arrangement is one), and the next structure is 426.3 kJ/mol less stable.